8
Properties=species:S:1:pos:R:3:nbo_charge:R:1 method="wB97M-V/def2-TZVPD" homo_energy_ev=-9.385 max_force_ev_per_a=3.4 relative_energy_kcal_mol=27.1 orbital_gap_ev=9.69
C -0.159 0.821 -0.234 -0.35
C -0.002 0.002 -1.260 0.16
C 0.235 -0.315 0.644 -0.02
O 0.399 -1.160 -0.531 -0.51
I -1.190 -0.852 2.167 0.06
H -0.445 1.753 0.094 0.23
H 0.050 0.029 -2.264 0.20
H 1.112 -0.277 1.383 0.23